This record from the Open Molecules 2025 dataset describes one molecule with the formula C3H7N5. The level of theory is the ωB97M-V functional and the def2-TZVPD basis.

The geometry in ORCA input format:
```
! RIJCOSX wB97M-V def2-TZVPD def2/J DEFGRID3
* xyz 0 1
N -0.800 2.652 -0.297
N -1.399 1.374 -0.714
C -0.621 0.336 -0.426
C 0.753 0.389 0.248
N 0.841 -1.031 0.391
N 1.974 -1.630 0.993
C -0.249 -1.701 -0.123
N -1.133 -0.921 -0.622
H -0.959 2.723 0.695
H -1.297 3.412 -0.589
H 1.556 1.061 -0.238
H 0.652 1.013 1.237
H 2.009 -1.219 1.942
H 2.767 -1.434 0.424
H -0.413 -2.809 0.080
*
```

The frontier orbital gap comes out at 8.752 eV. Its SMILES is N/N=C1\CN(N)C=N1. The energy above the lowest of the compared OMol25 structures with the same formula, charge and spin is 3.1903 eV. The energy comes out at -10671.81044 eV.



This record from the Open Molecules 2025 dataset describes one molecule with the formula C3H7N5. The level of theory is the ωB97M-V functional and the def2-TZVPD basis.

The geometry in ORCA input format:
```
! RIJCOSX wB97M-V def2-TZVPD def2/J DEFGRID3
* xyz 0 1
H 3.055 0.523 -0.115
N 2.484 -0.269 0.171
C 1.232 -0.025 0.041
N 0.656 1.156 -0.339
N -0.601 1.569 0.020
C -1.600 0.856 0.218
C -1.804 -0.618 0.103
N -0.683 -1.257 -0.549
N 0.411 -1.083 0.328
H 1.245 1.978 -0.408
H -2.506 1.353 0.539
H -2.755 -0.758 -0.536
H -1.962 -0.982 1.134
H -0.854 -2.268 -0.644
H 0.946 -1.929 0.441
*
```

The frontier orbital gap comes out at 9.171 eV. Its SMILES is [H]/N=C1\NN=CCNN1. The energy above the lowest of the compared OMol25 structures with the same formula, charge and spin is 2.4814 eV. The energy comes out at -10672.51937 eV.



This record from the Open Molecules 2025 dataset describes one molecule with the formula C3H7N5O. The level of theory is the ωB97M-V functional and the def2-TZVPD basis.

The geometry in ORCA input format:
```
! RIJCOSX wB97M-V def2-TZVPD def2/J DEFGRID3
* xyz 0 1
N 2.090 -0.837 0.910
N 1.559 -1.559 -0.121
C 0.377 -1.285 -0.583
C -0.467 -0.154 -0.131
N -0.079 1.122 -0.126
N 1.235 1.431 -0.454
C -1.873 -0.509 0.065
N -2.646 0.571 0.421
O -2.322 -1.619 -0.228
H 1.945 0.228 0.680
H 3.054 -0.987 0.932
H -0.071 -1.929 -1.269
H 1.429 2.360 -0.189
H 1.501 1.249 -1.419
H -2.225 1.487 0.594
H -3.508 0.432 0.917
*
```

The frontier orbital gap comes out at 8.984 eV. Its SMILES is N/N=C\C(=N/N)C(N)=O. The energy above the lowest of the compared OMol25 structures with the same formula, charge and spin is 2.3188 eV. The energy comes out at -12720.32909 eV.



This record from the Open Molecules 2025 dataset describes a 2-piece molecular cluster, C3H7N5S overall. The level of theory is the ωB97M-V functional and the def2-TZVPD basis.

The geometry in ORCA input format:
```
! RIJCOSX wB97M-V def2-TZVPD def2/J DEFGRID3
* xyz 0 1
C -0.282 -0.753 0.459
C -2.830 0.163 -0.240
C 0.595 1.160 -0.753
N -0.603 -1.878 0.223
N -3.274 -0.931 -0.341
N -1.527 -2.722 0.125
N 0.909 1.008 1.562
N 0.334 0.350 0.399
S -2.496 1.700 0.018
H 0.871 0.371 -1.449
H -0.398 1.585 -1.270
H 1.417 1.866 -0.572
H -2.728 -1.823 -0.001
H -1.147 -3.618 -0.065
H 0.929 0.284 2.387
H 0.231 1.783 1.856
*
```

The frontier orbital gap comes out at 9.158 eV. The energy above the lowest of the compared OMol25 structures with the same formula, charge and spin is 1.7435 eV. The energy comes out at -21505.22468 eV.



This record from the Open Molecules 2025 dataset describes a 2-piece molecular cluster, C3H7NO overall. The level of theory is the ωB97M-V functional and the def2-TZVPD basis.

The geometry in ORCA input format:
```
! RIJCOSX wB97M-V def2-TZVPD def2/J DEFGRID3
* xyz 0 1
C 2.181 1.500 -0.680
C 1.304 0.710 0.066
N 1.656 -0.529 0.652
C 0.559 -1.311 0.678
H 3.270 1.272 -0.930
H 1.739 2.545 -0.835
H 0.291 1.042 0.527
H 0.600 -2.345 1.094
H -0.480 -0.923 0.777
O -3.429 -0.500 -0.543
H -4.199 -0.008 -0.256
H -3.494 -1.455 -0.551
*
```

The frontier orbital gap comes out at 9.399 eV. Its SMILES is C=CN=C.O. The energy above the lowest of the compared OMol25 structures with the same formula, charge and spin is 3.4966 eV. The energy comes out at -6759.25375 eV.



This record from the Open Molecules 2025 dataset describes a 2-piece molecular cluster, C3H7NO overall. The level of theory is the ωB97M-V functional and the def2-TZVPD basis.

The geometry in ORCA input format:
```
! RIJCOSX wB97M-V def2-TZVPD def2/J DEFGRID3
* xyz 0 1
O -1.575 0.540 0.929
C -1.575 0.053 -0.175
C -0.348 -0.461 -0.856
C 0.947 0.246 -0.637
N 0.683 -1.010 0.030
H -2.513 -0.017 -0.764
H -0.509 -0.928 -1.826
H 0.952 1.113 0.019
H 1.647 0.276 -1.471
H 1.161 -1.777 -0.436
H 0.326 0.793 2.378
H 0.803 1.171 2.809
*
```

The frontier orbital gap comes out at 10.760 eV. Its SMILES is O=C[C@H]1CN1.[H][H]. The energy above the lowest of the compared OMol25 structures with the same formula, charge and spin is 3.1719 eV. The energy comes out at -6759.57841 eV.



This record from the Open Molecules 2025 dataset describes one molecule with the formula C3H7NO. The level of theory is the ωB97M-V functional and the def2-TZVPD basis.

The geometry in ORCA input format:
```
! RIJCOSX wB97M-V def2-TZVPD def2/J DEFGRID3
* xyz 0 1
C -1.560 0.811 0.122
N -1.416 -0.404 -0.284
O -0.111 -0.977 -0.168
C 0.828 -0.286 0.559
C 1.720 0.601 -0.346
H -2.566 1.287 -0.075
H -0.735 1.259 0.713
H 0.511 0.301 1.494
H 1.542 -1.220 0.788
H 2.086 -0.002 -1.230
H 1.287 1.573 -0.616
H 2.743 0.684 0.250
*
```

The frontier orbital gap comes out at 10.829 eV. Its SMILES is C=NOCC. The energy above the lowest of the compared OMol25 structures with the same formula, charge and spin is 3.9893 eV. The energy comes out at -6758.76108 eV.



This record from the Open Molecules 2025 dataset describes C3H7NO as an isolated structure. The level of theory is the ωB97M-V functional and the def2-TZVPD basis.

The geometry in ORCA input format:
```
! RIJCOSX wB97M-V def2-TZVPD def2/J DEFGRID3
* xyz 0 1
C 1.779 -0.027 -0.747
C 0.299 -0.217 -0.624
C -1.481 -0.021 1.043
H 2.321 -0.496 0.235
H 1.935 1.164 -1.177
H 1.946 -0.584 -1.511
H -0.709 1.571 0.038
H -2.244 -0.357 0.316
H -1.911 0.416 1.838
H -1.246 -1.247 1.534
N -0.261 0.593 0.486
O -0.429 -0.797 -1.431
*
```

The frontier orbital gap comes out at 10.152 eV. The energy above the lowest of the compared OMol25 structures with the same formula, charge and spin is 3.6145 eV. The energy comes out at -6759.13585 eV.